This record from the Open Molecules 2025 dataset describes C30H31BF2O2S as an isolated structure at a distorted geometry. The level of theory is wB97M-V/def2-TZVPD.

For the total energy, the calculation gives -1934.91546 hartree. The calculation puts the HOMO energy at -6.208 eV. As for the net charge: 0. As for the spin multiplicity: 1. The value obtained for the orbital gap is 0.1339 Ha. As for the molecular weight: 504.45 g mol⁻¹. The calculation puts the LUMO energy at -2.56 eV.

The geometry in XYZ format:
```
67
C30H31BF2O2S (wB97M-V/def2-TZVPD)
B -0.61 -0.14 0.81
C 2.41 -1.68 -4.19
H 2.58 2.79 -0.39
C 0.60 2.01 -3.05
H -2.10 2.86 2.96
H -2.48 -0.52 -3.58
H 1.63 0.37 -0.19
C 3.70 -2.12 -3.90
C 1.85 2.93 -1.20
F -0.20 3.49 -4.72
H -2.98 -3.69 4.51
C -0.20 -2.12 -0.88
C -1.42 2.09 3.32
C -3.19 -0.91 1.16
C 0.83 4.45 -2.81
O 0.57 -0.42 1.52
C -1.55 -0.27 -1.65
H 2.26 -0.15 3.69
H -5.01 -1.60 2.25
H 0.19 -1.43 3.86
C 3.45 -1.11 -1.70
C -0.87 -0.91 -0.60
C -3.67 -3.71 3.66
H 2.49 1.02 2.38
C -1.85 -0.99 -2.81
H 1.15 3.08 2.44
F 1.78 -2.20 -5.29
C 1.71 -0.82 -3.36
C -1.38 -2.30 -2.98
C 2.22 -0.49 -2.08
C 4.19 -1.83 -2.63
C 1.27 1.77 -1.82
C -3.95 -1.74 2.03
H -0.27 0.06 4.72
H 5.20 -2.18 -2.37
H -0.25 3.66 1.52
H -1.66 -2.88 -3.86
H -1.85 0.77 -1.53
H 0.61 5.45 -3.18
H 0.15 1.20 -3.60
H -0.03 -3.80 -2.20
C 1.51 0.46 -1.26
C -1.84 -1.24 1.14
C 0.43 0.38 2.70
C -3.22 -2.75 2.62
C -0.29 -0.46 3.75
H 1.78 1.54 3.93
H -3.61 -0.14 0.54
C 1.51 4.23 -1.60
H -3.69 -4.74 3.26
C 0.38 2.78 1.72
H 0.71 -0.50 -3.67
H -4.67 -3.46 4.02
C 0.43 3.32 -3.52
H 0.53 -2.49 -0.17
H 0.86 2.52 0.77
H -1.33 -0.64 3.47
H 4.27 -2.67 -4.65
C -0.50 -2.83 -2.04
H 1.84 5.09 -1.01
H 3.82 -0.94 -0.68
H -0.81 2.53 4.12
O -1.17 1.12 1.10
C 1.82 0.73 3.20
H -2.02 1.29 3.75
S -1.59 -2.75 2.00
C -0.46 1.62 2.23
```